[1]
{
  "formula": "C5H14",
  "method": "ωB97M-V/def2-TZVPD",
  "spin_multiplicity": 1,
  "energy_ha": -198.86425,
  "smiles": "CCC.CC",
  "homo_lumo_gap_ev": 12.26,
  "de_lowest_ev": 0.678,
  "elements": ["C", "C", "C", "H", "H", "H", "H", "H", "H", "H", "H", "C", "C", "H", "H", "H", "H", "H", "H"],
  "positions_angstrom": [[0.178, -1.753, 2.082], [0.813, -0.405, 1.855], [-0.232, 0.736, 1.874], [-0.610, -1.663, 2.845], [0.894, -2.438, 2.551], [-0.317, -2.278, 1.270], [1.569, -0.186, 2.613], [1.323, -0.392, 0.891], [-0.502, 0.866, 0.814], [-1.132, 0.536, 2.442], [0.199, 1.717, 2.086], [-0.025, 1.293, -2.404], [-0.495, -0.030, -2.955], [-0.595, 1.741, -1.586], [0.884, 1.376, -1.789], [-0.063, 2.032, -3.204], [-0.237, -0.159, -4.009], [-1.585, -0.090, -2.907], [-0.065, -0.903, -2.468]],
  "forces_ev_per_angstrom": [[-0.282, -0.777, 1.560], [-0.362, 0.795, 0.018], [0.668, 0.191, -1.873], [0.129, 0.089, -0.071], [0.000, -0.104, -0.367], [0.266, 0.329, -0.511], [-0.023, -0.332, 0.051], [0.129, 0.075, 0.058], [-0.593, -0.083, 0.276], [0.065, 0.003, 0.276], [0.000, -0.185, 0.561], [0.134, 1.349, 0.989], [-0.143, -0.523, -0.044], [-1.248, -0.392, -0.333], [0.725, -0.695, -1.236], [0.457, 0.172, 0.193], [0.097, 0.247, 0.052], [0.089, -0.144, 0.070], [-0.109, -0.015, 0.330]]
}



[2]
{
  "formula": "C5H14",
  "method": "ωB97M-V/def2-TZVPD",
  "spin_multiplicity": 1,
  "energy_ha": -198.85350,
  "smiles": "CCC.CC",
  "homo_lumo_gap_ev": 12.16,
  "de_lowest_ev": 0.970,
  "elements": ["C", "C", "C", "H", "H", "H", "H", "H", "H", "H", "H", "C", "C", "H", "H", "H", "H", "H", "H"],
  "positions_angstrom": [[0.654, 1.146, 1.293], [1.692, 2.204, 0.799], [1.841, 2.098, -0.733], [1.039, 0.128, 1.472], [0.557, 1.357, 2.363], [-0.244, 1.137, 0.686], [2.570, 1.972, 1.390], [1.256, 3.180, 0.993], [2.106, 3.075, -1.140], [0.934, 1.630, -1.140], [2.533, 1.348, -1.107], [-1.656, -1.928, -0.616], [-2.392, -3.263, -0.673], [-1.565, -1.446, 0.348], [-0.610, -2.024, -0.996], [-1.829, -1.213, -1.434], [-2.196, -3.688, -1.642], [-3.440, -3.085, -0.460], [-2.056, -3.926, 0.127]],
  "forces_ev_per_angstrom": [[1.377, 0.144, 1.325], [-1.326, -1.858, -0.819], [0.094, -0.561, 0.262], [0.211, 0.097, -1.220], [-1.176, 0.511, -0.087], [-0.298, 0.000, 0.368], [0.503, 0.675, -0.185], [0.336, 0.113, 0.405], [-0.273, -0.257, -0.407], [-0.274, 1.036, -0.070], [0.815, 0.085, 0.421], [2.225, 0.265, -1.452], [0.220, 1.091, 0.789], [-0.380, 0.145, 0.112], [-0.071, -0.781, 0.970], [-1.487, 0.083, 0.531], [-0.376, -0.503, -0.278], [-0.352, -0.221, -0.434], [0.231, -0.064, -0.232]]
}



Copy entry 2 word for word.
{
  "formula": "C5H14",
  "method": "ωB97M-V/def2-TZVPD",
  "spin_multiplicity": 1,
  "energy_ha": -198.85350,
  "smiles": "CCC.CC",
  "homo_lumo_gap_ev": 12.16,
  "de_lowest_ev": 0.970,
  "elements": ["C", "C", "C", "H", "H", "H", "H", "H", "H", "H", "H", "C", "C", "H", "H", "H", "H", "H", "H"],
  "positions_angstrom": [[0.654, 1.146, 1.293], [1.692, 2.204, 0.799], [1.841, 2.098, -0.733], [1.039, 0.128, 1.472], [0.557, 1.357, 2.363], [-0.244, 1.137, 0.686], [2.570, 1.972, 1.390], [1.256, 3.180, 0.993], [2.106, 3.075, -1.140], [0.934, 1.630, -1.140], [2.533, 1.348, -1.107], [-1.656, -1.928, -0.616], [-2.392, -3.263, -0.673], [-1.565, -1.446, 0.348], [-0.610, -2.024, -0.996], [-1.829, -1.213, -1.434], [-2.196, -3.688, -1.642], [-3.440, -3.085, -0.460], [-2.056, -3.926, 0.127]],
  "forces_ev_per_angstrom": [[1.377, 0.144, 1.325], [-1.326, -1.858, -0.819], [0.094, -0.561, 0.262], [0.211, 0.097, -1.220], [-1.176, 0.511, -0.087], [-0.298, 0.000, 0.368], [0.503, 0.675, -0.185], [0.336, 0.113, 0.405], [-0.273, -0.257, -0.407], [-0.274, 1.036, -0.070], [0.815, 0.085, 0.421], [2.225, 0.265, -1.452], [0.220, 1.091, 0.789], [-0.380, 0.145, 0.112], [-0.071, -0.781, 0.970], [-1.487, 0.083, 0.531], [-0.376, -0.503, -0.278], [-0.352, -0.221, -0.434], [0.231, -0.064, -0.232]]
}



What did the second record say?
{
  "formula": "C5H14",
  "method": "ωB97M-V/def2-TZVPD",
  "spin_multiplicity": 1,
  "energy_ha": -198.85350,
  "smiles": "CCC.CC",
  "homo_lumo_gap_ev": 12.16,
  "de_lowest_ev": 0.970,
  "elements": ["C", "C", "C", "H", "H", "H", "H", "H", "H", "H", "H", "C", "C", "H", "H", "H", "H", "H", "H"],
  "positions_angstrom": [[0.654, 1.146, 1.293], [1.692, 2.204, 0.799], [1.841, 2.098, -0.733], [1.039, 0.128, 1.472], [0.557, 1.357, 2.363], [-0.244, 1.137, 0.686], [2.570, 1.972, 1.390], [1.256, 3.180, 0.993], [2.106, 3.075, -1.140], [0.934, 1.630, -1.140], [2.533, 1.348, -1.107], [-1.656, -1.928, -0.616], [-2.392, -3.263, -0.673], [-1.565, -1.446, 0.348], [-0.610, -2.024, -0.996], [-1.829, -1.213, -1.434], [-2.196, -3.688, -1.642], [-3.440, -3.085, -0.460], [-2.056, -3.926, 0.127]],
  "forces_ev_per_angstrom": [[1.377, 0.144, 1.325], [-1.326, -1.858, -0.819], [0.094, -0.561, 0.262], [0.211, 0.097, -1.220], [-1.176, 0.511, -0.087], [-0.298, 0.000, 0.368], [0.503, 0.675, -0.185], [0.336, 0.113, 0.405], [-0.273, -0.257, -0.407], [-0.274, 1.036, -0.070], [0.815, 0.085, 0.421], [2.225, 0.265, -1.452], [0.220, 1.091, 0.789], [-0.380, 0.145, 0.112], [-0.071, -0.781, 0.970], [-1.487, 0.083, 0.531], [-0.376, -0.503, -0.278], [-0.352, -0.221, -0.434], [0.231, -0.064, -0.232]]
}



Please write out number 1 again, unchanged.
{
  "formula": "C5H14",
  "method": "ωB97M-V/def2-TZVPD",
  "spin_multiplicity": 1,
  "energy_ha": -198.86425,
  "smiles": "CCC.CC",
  "homo_lumo_gap_ev": 12.26,
  "de_lowest_ev": 0.678,
  "elements": ["C", "C", "C", "H", "H", "H", "H", "H", "H", "H", "H", "C", "C", "H", "H", "H", "H", "H", "H"],
  "positions_angstrom": [[0.178, -1.753, 2.082], [0.813, -0.405, 1.855], [-0.232, 0.736, 1.874], [-0.610, -1.663, 2.845], [0.894, -2.438, 2.551], [-0.317, -2.278, 1.270], [1.569, -0.186, 2.613], [1.323, -0.392, 0.891], [-0.502, 0.866, 0.814], [-1.132, 0.536, 2.442], [0.199, 1.717, 2.086], [-0.025, 1.293, -2.404], [-0.495, -0.030, -2.955], [-0.595, 1.741, -1.586], [0.884, 1.376, -1.789], [-0.063, 2.032, -3.204], [-0.237, -0.159, -4.009], [-1.585, -0.090, -2.907], [-0.065, -0.903, -2.468]],
  "forces_ev_per_angstrom": [[-0.282, -0.777, 1.560], [-0.362, 0.795, 0.018], [0.668, 0.191, -1.873], [0.129, 0.089, -0.071], [0.000, -0.104, -0.367], [0.266, 0.329, -0.511], [-0.023, -0.332, 0.051], [0.129, 0.075, 0.058], [-0.593, -0.083, 0.276], [0.065, 0.003, 0.276], [0.000, -0.185, 0.561], [0.134, 1.349, 0.989], [-0.143, -0.523, -0.044], [-1.248, -0.392, -0.333], [0.725, -0.695, -1.236], [0.457, 0.172, 0.193], [0.097, 0.247, 0.052], [0.089, -0.144, 0.070], [-0.109, -0.015, 0.330]]
}